The following is a quantum chemistry calculation of one molecule with the formula C3H8FN, from the OMol25 dataset.

```
13
C3H8FN | the OMol25 dataset | ωB97M-V/def2-TZVPD
C 0.36 -1.16 0.60
C 0.14 1.32 0.40
C -0.29 -0.05 -0.07
N -0.15 -0.21 -1.45
F -1.80 -0.09 0.36
H -0.12 -2.18 0.33
H 1.51 -1.22 0.43
H 0.29 -1.01 1.77
H 1.12 1.54 0.03
H 0.11 1.42 1.43
H -0.63 2.01 0.07
H -0.08 -1.01 -2.06
H -0.46 0.65 -1.86
```

Output
multiplicity: 1
HOMO level: -10.02 eV
SMILES: CC(C)(N)F
ΔE to the lowest compared entry with this formula, charge and spin: 6.01 kcal per mole
E: -7447.9242 eV